Entry 1:
This record from the Open Molecules 2025 dataset describes 6 unconnected molecules or ions with the total composition C25H42Cl10F2N4O5PS3 in a non-equilibrium geometry. The level of theory is wB97M-V/def2-TZVPD.

Values from the calculation:
HOMO level   -10.39 eV
HOMO-LUMO gap   6.25 eV
Total charge   +1

XYZ file:
```
92
Properties=species:S:1:pos:R:3:forces:R:3:lowdin_charge:R:1
O 1.91626 2.49604 -3.26920 0.136 0.005 2.686 -0.147
C 1.49323 3.57225 -2.31959 -0.132 -1.213 -0.259 -0.166
C 0.30441 2.88042 -1.37970 -0.589 2.764 0.016 -0.161
O -0.41972 1.84853 -2.13505 1.564 -1.821 2.575 -0.149
C -0.13499 0.48901 -1.65511 0.269 -0.076 -1.145 -0.187
O -1.42080 -0.12333 -1.28663 1.706 -1.812 -0.333 -0.162
C -1.45147 -1.56985 -1.55112 -2.416 0.790 0.115 -0.139
N -0.30648 -2.35770 -0.95408 3.825 -2.665 2.137 0.031
C 0.84270 -2.98514 -1.77106 0.523 -0.617 3.581 0.001
C 0.92678 -2.79237 -3.39671 -0.103 -0.556 -0.594 -0.135
C 2.43276 -2.54012 -3.99274 0.350 0.924 -0.359 -0.163
C 3.33565 -1.44802 -3.16873 1.492 -0.861 -1.245 -0.144
F 3.31974 -0.15793 -3.91298 -0.360 -2.423 2.019 -0.126
C 1.83264 -3.78382 -0.70940 -5.161 4.262 -2.330 -0.127
P 3.39434 -4.77712 -1.17899 1.669 -3.043 -0.043 0.432
O 4.83717 -3.81685 -1.36261 -2.235 -1.862 0.148 -0.293
O 2.97978 -5.65865 -2.66466 1.268 1.538 2.278 -0.303
S 3.84647 -6.19996 0.12584 -0.524 1.205 -0.678 0.301
N 1.16794 -3.50357 0.63340 -2.460 1.169 -1.934 -0.051
C 1.78548 -4.02746 1.94664 0.514 0.586 1.451 -0.150
C 3.20909 -3.23122 2.12099 0.606 0.963 0.081 -0.167
C 3.69311 -3.01913 3.67820 0.119 0.337 -0.688 -0.103
F 4.99482 -3.73690 3.91475 -3.157 1.486 -0.492 -0.146
C -0.13200 -2.67624 0.54587 3.532 -1.668 -2.978 0.054
C -1.10276 -2.24819 1.79566 -0.787 -0.218 -0.561 -0.097
C -1.45414 -0.64920 1.88917 -0.207 0.689 1.057 -0.225
C -3.06995 -0.46659 1.64133 -0.011 -2.203 -0.597 -0.491
S -3.59861 1.25639 1.12865 -1.021 -1.005 -0.459 0.753
C -5.10618 0.94189 0.00121 -1.771 -0.800 -0.392 -0.939
S -6.72490 1.15654 0.47615 3.781 -0.545 -1.032 0.695
N -4.81274 0.45909 -1.40407 1.392 -1.581 -4.769 -0.176
C -4.18425 1.26622 -2.52251 0.083 -1.909 -1.388 -0.035
C -3.99182 0.40161 -3.90319 -2.455 -0.048 7.016 -0.073
N -4.55838 -0.97575 -3.53361 -0.050 4.337 4.906 -0.032
C -5.02536 -0.89792 -2.06894 1.631 1.363 -3.386 -0.104
H 2.16381 1.73554 -2.63611 -0.291 1.641 -1.815 0.087
H 2.43085 3.84712 -1.67577 -2.083 -0.134 -1.156 0.061
H 1.07280 4.48635 -2.95994 1.012 -2.163 1.509 0.118
H 0.67752 2.55717 -0.31922 -0.554 0.197 -2.107 0.127
H -0.47841 3.76207 -1.19199 1.522 -1.993 -0.238 0.128
H 0.37101 -0.15174 -2.52062 -1.134 1.448 1.513 0.140
H 0.58875 0.42136 -0.73878 -1.281 0.608 -1.474 0.141
H -2.44435 -1.97866 -1.02924 2.225 1.051 -1.153 0.149
H -1.61301 -1.71819 -2.70058 0.865 -0.144 2.204 0.156
H 0.51383 -3.78077 -3.92419 0.794 2.068 1.405 0.150
H 0.25200 -1.90144 -3.81445 1.397 -1.968 1.462 0.124
H 2.28374 -2.08725 -5.08724 0.332 -0.995 2.456 0.148
H 3.08202 -3.50428 -4.13513 -1.555 1.645 0.547 0.108
H 4.46282 -1.83690 -3.22953 -2.491 1.099 0.136 0.130
H 3.09210 -1.35565 -2.02801 0.092 0.366 -2.275 0.112
H 5.59930 -4.40483 -1.02582 -1.717 0.909 -0.535 0.095
H 3.48488 -6.54695 -2.65682 -0.908 1.990 0.475 0.096
H 1.12267 -3.72852 2.89335 1.129 -0.473 -2.478 0.126
H 1.86436 -5.19745 1.97412 -0.044 2.378 -0.551 0.118
H 3.05435 -2.13836 1.66694 0.207 -2.368 0.972 0.132
H 4.11324 -3.69299 1.53889 -1.918 0.600 1.101 0.084
H 3.87756 -1.85239 3.83945 -0.146 -2.802 -0.109 0.143
H 2.86345 -3.41316 4.40390 1.978 0.582 -1.102 0.125
H -0.73711 -2.59204 2.85310 -0.199 0.343 -2.468 0.122
H -2.14189 -2.80531 1.61453 2.346 0.985 0.262 0.142
H -0.77525 0.04842 1.23599 -1.520 -1.559 0.998 0.108
H -1.26010 -0.32267 3.01980 -0.303 -0.733 -2.493 0.132
H -3.40418 -1.21039 0.77087 0.747 1.654 1.729 0.073
H -3.61333 -0.87546 2.61530 0.980 1.201 -2.022 0.114
H -3.92565 2.37574 -2.25242 -0.488 -2.493 -0.772 0.041
H -3.55190 0.79410 -4.91788 -1.156 -1.157 2.343 0.103
H -5.49276 -1.84988 -1.57368 0.937 2.363 -0.890 0.122
C -2.21350 5.00708 -3.61055 0.187 -0.196 -0.320 -1.005
Cl -3.77794 4.83126 -2.80659 -0.047 0.053 -0.038 0.541
Cl -1.26602 6.30898 -2.88077 0.065 -0.051 -0.048 0.526
H -1.65934 4.06969 -3.51956 -0.134 0.195 0.093 0.014
H -2.37959 5.23650 -4.66591 -0.028 0.047 0.338 0.037
C 5.23045 4.78559 0.04586 0.313 0.325 -0.120 -1.014
Cl 3.59905 4.36683 0.58248 -0.058 0.103 0.179 0.514
Cl 6.20835 3.33500 -0.20864 0.022 0.094 -0.019 0.503
H 5.16472 5.33970 -0.89366 -0.053 -0.252 0.213 0.034
H 5.70720 5.40680 0.80796 -0.178 -0.271 -0.125 0.033
C -5.98204 4.11002 2.74046 -0.005 -0.333 0.319 -1.002
Cl -6.88581 5.60236 3.02484 0.048 -0.053 -0.078 0.565
Cl -5.13840 4.16330 1.18782 0.039 0.279 -0.014 0.487
H -5.24829 3.98059 3.53979 -0.142 0.147 -0.264 0.039
H -6.67789 3.26753 2.73847 0.146 0.246 -0.121 0.009
C -8.21867 6.04768 6.36541 -0.185 0.147 -0.324 -1.048
Cl -7.08883 7.12504 7.19456 -0.017 0.055 -0.101 0.499
Cl -8.40368 4.52352 7.24175 -0.063 -0.075 -0.085 0.492
H -9.19246 6.53857 6.29592 0.260 -0.136 0.171 0.033
H -7.83904 5.83757 5.36254 -0.042 0.016 0.446 -0.063
C 7.84495 -2.92745 4.76436 -0.291 -0.229 0.213 -1.047
Cl 8.39088 -2.43657 3.15633 -0.077 -0.062 -0.111 0.491
Cl 8.60838 -1.94731 6.02204 -0.042 -0.060 0.051 0.507
H 6.76102 -2.80322 4.82543 0.440 0.046 -0.057 -0.005
H 8.10560 -3.97657 4.92372 0.046 0.324 -0.074 0.034
```
Positions in Å, forces in eV/Å.


Entry 2:
This record from the Open Molecules 2025 dataset describes 11 unconnected molecules or ions with the total composition C25H42Cl20N2OSi in a non-equilibrium geometry. The level of theory is wB97M-V/def2-TZVPD.

Values from the calculation:
HOMO level   -13.43 eV
HOMO-LUMO gap   6.82 eV
Total charge   +2

XYZ file:
```
91
Properties=species:S:1:pos:R:3:forces:R:3:lowdin_charge:R:1
C -3.18126 -3.31450 0.67718 1.629 0.171 -0.468 -0.193
Si -2.51339 -1.62076 1.27777 -2.756 -1.311 1.024 0.538
C -2.27816 -1.79057 3.14656 0.014 0.125 0.627 -0.194
C -3.79750 -0.31395 0.77495 0.149 0.959 -0.539 -0.168
N -0.95220 -1.37278 0.31814 1.868 0.713 -2.136 -0.063
C -1.11949 -1.17360 -1.06309 1.437 0.034 -1.168 -0.054
C -0.02876 -1.01825 -2.01130 0.591 -0.653 2.988 0.013
C 1.35387 -1.07063 -1.47190 -2.114 -0.025 0.706 -0.165
C 2.48858 -0.95278 -2.50202 1.598 -0.759 -0.832 -0.107
C 2.91440 0.34086 -3.05277 0.443 -1.939 -0.429 0.066
C 3.95743 0.36608 -4.04845 -1.837 -0.806 1.783 0.030
N 4.54537 -0.81291 -4.46487 0.396 0.333 0.490 -0.064
C 5.58450 -0.67541 -5.53633 -0.854 -0.050 -2.334 -0.060
C 4.76295 -0.53113 -6.89262 -0.977 0.572 0.247 -0.204
O 3.99654 -1.72690 -7.12170 0.450 0.538 0.280 -0.068
C 4.20460 -2.04353 -3.99316 -2.153 -0.160 2.012 0.039
C 3.15272 -2.18099 -2.97432 0.624 2.542 -1.085 0.082
C 1.51825 -1.22638 -0.02721 -1.935 -0.080 -1.255 0.048
C 0.31778 -1.37807 0.82655 1.881 0.155 -1.482 -0.047
H -4.17422 -3.55852 1.12553 0.814 0.219 -0.503 0.056
H -3.19350 -3.33057 -0.45356 -0.397 -0.126 1.212 -0.004
H -2.40160 -4.07555 0.98382 -1.031 0.467 -0.223 0.044
H -1.44830 -2.49213 3.44584 -0.700 0.838 -0.235 0.052
H -3.22498 -2.27559 3.53321 0.861 0.382 -0.661 0.065
H -2.21712 -0.80892 3.69145 0.242 -1.057 -0.567 0.006
H -4.39123 0.07195 1.65230 0.706 -0.488 -0.793 0.060
H -3.31346 0.58298 0.28809 -0.486 -0.711 0.578 0.039
H -4.52740 -0.71273 0.01637 0.730 0.165 0.790 0.050
H -2.15888 -1.13825 -1.48184 0.996 -0.115 0.836 0.141
H -0.21682 -0.88146 -3.10074 0.032 -0.107 1.162 0.140
H 2.38118 1.25298 -2.70036 0.721 -0.697 -0.510 0.085
H 4.27735 1.33227 -4.49247 -0.037 -1.061 0.267 0.160
H 6.20911 -1.59311 -5.64224 -0.431 0.795 0.591 0.148
H 6.17503 0.26649 -5.43733 -0.365 -0.980 0.420 0.146
H 4.01020 0.30521 -6.76449 1.022 -0.521 -0.061 0.125
H 5.40877 -0.25741 -7.76393 -0.239 -0.457 0.826 0.138
H 3.14374 -1.49162 -7.52395 0.531 -0.114 0.086 0.106
H 4.68654 -2.99103 -4.34143 -0.164 1.432 -0.032 0.165
H 2.86649 -3.19798 -2.62166 0.297 1.063 -0.291 0.138
H 2.54516 -1.23450 0.40490 -1.146 -0.021 -0.182 0.137
H 0.48179 -1.51824 1.92237 -0.524 0.180 -1.082 0.132
C -0.75537 2.11659 4.38170 -0.078 0.325 0.018 -1.049
Cl 0.37464 3.46777 4.44961 -0.193 -0.098 -0.218 0.535
Cl -0.61289 1.25225 2.83768 0.019 -0.055 -0.276 0.538
H -0.53795 1.42962 5.18895 0.092 -0.066 -0.304 -0.063
H -1.76770 2.49610 4.48435 0.106 0.014 -0.188 -0.001
C 0.36790 3.42146 -1.52427 0.075 0.340 0.097 -0.980
Cl 0.34315 3.24810 -3.28318 0.158 -0.114 -0.011 0.520
Cl 0.17977 1.85253 -0.72516 0.067 0.297 0.126 0.587
H 1.31761 3.85773 -1.22571 -0.037 -0.152 -0.035 0.041
H -0.44729 4.07072 -1.22190 -0.003 -0.167 -0.099 -0.030
C 3.75592 4.28266 3.97937 -0.081 0.063 0.234 -1.051
Cl 4.89289 5.63292 4.04173 -0.084 0.021 0.037 0.549
Cl 3.88432 3.40718 2.44420 -0.088 -0.098 -0.016 0.481
H 3.97502 3.59821 4.79525 0.052 0.003 -0.139 0.001
H 2.74440 4.66778 4.08288 0.199 0.015 -0.125 -0.026
C 1.22105 2.86570 8.35107 0.042 0.136 0.232 -0.964
Cl 2.59933 3.58685 7.51301 0.008 0.025 0.080 0.522
Cl 0.23051 1.89744 7.24911 0.317 -0.400 0.807 0.532
H 1.58902 2.22496 9.14752 0.014 -0.024 -0.178 0.035
H 0.60653 3.65999 8.76795 -0.004 -0.024 -0.204 0.022
C -5.01249 -5.18363 -2.62210 0.074 -0.370 -0.016 -1.035
Cl -5.22335 -5.84274 -1.00334 -0.115 -0.021 0.078 0.513
Cl -5.05433 -3.41360 -2.60030 0.040 0.140 -0.172 0.487
H -4.05123 -5.50964 -3.01242 -0.021 0.110 0.112 0.017
H -5.81297 -5.54708 -3.26194 0.113 0.211 0.302 -0.063
C 7.56141 3.42643 5.48301 -0.005 0.130 -0.019 -1.034
Cl 8.51108 2.38592 4.41464 0.010 0.062 -0.060 0.499
Cl 6.85825 2.50635 6.81934 -0.088 0.074 0.025 0.498
H 8.20813 4.19975 5.88854 0.003 -0.161 0.013 0.033
H 6.75770 3.87798 4.90984 0.084 -0.109 0.021 -0.043
C -2.32014 5.79818 -4.32480 -0.005 0.057 -0.306 -1.010
Cl -2.04129 5.48090 -2.60575 -0.140 0.243 0.092 0.525
Cl -3.92367 5.25753 -4.82420 0.093 0.017 -0.031 0.527
H -2.23615 6.86684 -4.50230 -0.079 -0.081 0.140 0.034
H -1.57139 5.26623 -4.90598 -0.078 -0.045 0.129 0.012
C -7.99889 -3.58409 -5.58115 -0.131 0.199 -0.105 -0.994
Cl -8.53159 -2.78814 -4.09726 -0.021 0.033 -0.075 0.508
Cl -7.04227 -5.03129 -5.22879 -0.139 -0.041 -0.391 0.554
H -8.87219 -3.87334 -6.15921 0.065 -0.078 0.147 0.032
H -7.38908 -2.89096 -6.15388 0.033 -0.089 0.135 0.029
C -2.06287 5.71033 6.60047 -0.118 0.230 -0.080 -0.983
Cl -0.41397 6.25147 6.93382 -0.021 0.018 -0.003 0.518
Cl -2.19492 3.94999 6.72450 -0.376 0.211 0.136 0.526
H -2.73629 6.16510 7.32170 0.118 -0.117 0.019 0.032
H -2.33791 6.01471 5.59431 0.113 -0.091 0.057 0.031
C -2.10604 -8.58916 -0.01197 0.064 -0.157 0.067 -1.010
Cl -2.43499 -7.82158 -1.57076 0.181 -0.110 -0.123 0.488
Cl -2.69661 -7.59967 1.32917 0.042 -0.031 0.055 0.494
H -2.60365 -9.55460 0.01635 -0.071 0.159 -0.024 0.033
H -1.03329 -8.72284 0.09500 -0.095 0.118 -0.022 0.026
```
Positions in Å, forces in eV/Å.


Entry 3:
This record from the Open Molecules 2025 dataset describes a molecular structure, C25H42Cl2GdO2P2 in a non-equilibrium geometry. The level of theory is wB97M-V/def2-TZVPD.

Values from the calculation:
2S+1   8
HOMO level (alpha / beta)   -8.30 / -10.01 eV
HOMO-LUMO gap (alpha / beta)   6.21 / 5.04 eV
Total charge   +1

XYZ file:
```
74
Properties=species:S:1:pos:R:3:forces:R:3:lowdin_spin:R:1
Gd 1.03750 0.93145 0.44991 2.058 1.266 1.331 5.845
C 1.51213 2.74092 -1.59793 -0.899 0.203 0.426 0.022
C 0.20350 2.98668 -1.06307 1.530 0.558 -1.833 0.275
C 1.75834 3.83745 0.42141 -2.808 0.311 0.615 0.107
C 2.46130 3.29727 -0.68932 -0.319 -0.354 -1.293 0.280
C 0.36220 3.63042 0.20923 2.264 0.985 1.177 0.117
C 1.80778 2.19493 -2.94657 0.338 -0.165 -0.662 -0.008
H 0.96151 1.62127 -3.34651 0.257 0.116 0.085 0.000
H 2.68634 1.53067 -2.92779 -0.290 0.179 -0.072 -0.001
H 2.01943 3.00316 -3.66868 -0.045 -0.277 0.196 -0.003
C 3.91759 3.46069 -0.88960 0.280 -0.120 -0.210 0.049
H 4.23745 3.12391 -1.87800 -0.053 -0.010 0.116 0.000
H 4.47961 2.90001 -0.13021 -0.120 0.080 -0.069 0.018
H 4.22327 4.51289 -0.78001 -0.193 -0.236 0.041 0.013
C 2.41684 4.59586 1.51235 0.127 0.002 0.413 0.011
H 2.96444 5.46655 1.12310 -0.180 -0.175 0.000 0.004
H 3.15322 3.96580 2.02670 -0.114 0.075 -0.036 0.004
H 1.69735 4.95511 2.25246 0.099 -0.052 -0.105 0.000
C -0.74603 4.15938 1.04629 -0.332 0.193 0.443 0.013
H -0.91219 5.23504 0.86766 0.061 -0.303 0.030 0.005
H -0.53518 4.03695 2.11928 -0.077 0.056 -0.301 0.003
H -1.69084 3.64793 0.82849 0.139 0.093 0.083 0.000
C -1.07582 2.89493 -1.81230 -0.434 -0.245 -0.191 0.049
H -1.35246 3.87182 -2.25370 0.176 -0.280 0.269 0.020
H -1.91570 2.59600 -1.16593 0.194 0.110 -0.162 0.007
H -1.02048 2.18921 -2.65156 0.020 0.271 0.218 0.002
C -0.87725 -4.14136 -0.51709 0.115 -0.519 -1.355 0.001
C -1.21728 -3.61615 -1.71134 0.521 -1.593 0.159 0.000
C -2.61595 -3.57549 -2.26381 -0.283 -0.209 -0.177 0.000
C -3.71835 -3.33960 -1.21202 -0.443 -0.146 -0.641 0.000
C -3.35264 -2.37304 -0.12050 -0.796 -0.473 1.106 0.001
C -2.90008 -2.71980 1.10052 -1.340 0.019 -0.470 0.000
C -2.42114 -4.08111 1.50933 -0.133 -0.291 0.214 0.000
C -1.80461 -4.90775 0.36839 -0.092 -0.492 0.556 0.000
H -2.85145 -4.51734 -2.79447 0.214 0.316 0.110 0.000
H -4.10522 -4.30408 -0.84071 0.335 0.544 0.135 0.000
H -2.69203 -2.78915 -3.03028 0.114 -0.218 0.155 0.000
H -2.58908 -5.43878 -0.19067 0.359 0.355 0.055 0.000
H 0.17248 -4.18577 -0.18839 -0.607 0.133 -0.297 0.000
H -0.44017 -3.37572 -2.44868 -0.184 0.146 0.577 0.000
H -1.20735 -5.70439 0.83812 -0.180 0.160 -0.128 0.000
H -1.68320 -3.97457 2.32618 -0.237 0.035 -0.287 0.000
H -2.97153 -2.01306 1.93123 0.214 -0.028 -0.578 0.000
H -3.24904 -4.67557 1.93847 0.224 0.315 -0.016 0.000
H -4.57806 -2.90394 -1.74945 0.248 -0.130 0.198 0.000
H -3.66342 -1.34231 -0.32229 0.174 -0.380 0.214 0.000
P 0.73778 -1.15571 -1.19190 0.316 1.287 0.039 0.028
C 1.89450 -2.54458 -1.34354 -0.048 -0.919 -0.012 0.000
C -0.44941 -0.80870 -2.54849 -0.587 -0.609 -0.221 0.007
P -1.22796 0.03725 1.55861 0.718 0.260 -0.499 0.034
C -0.34373 -1.37938 0.35233 -1.113 0.202 0.245 0.021
C -2.89698 0.59837 1.05839 -0.859 -0.426 -0.020 0.009
C -1.30970 -0.63524 3.25709 0.208 -0.436 0.151 -0.001
H 2.65786 -2.43172 -0.55747 -0.285 0.187 -0.190 0.000
H 2.41569 -2.51068 -2.30954 -0.213 0.263 0.179 0.000
H 1.45634 -3.54092 -1.24079 0.161 0.256 -0.186 0.000
H -1.36515 -1.41672 -2.49121 0.429 0.326 -0.128 0.001
H 0.03686 -0.99283 -3.52005 -0.122 0.068 0.321 0.000
H -0.76353 0.24841 -2.52332 0.393 -0.424 0.165 0.001
H -1.72600 -1.64623 3.33599 0.076 0.295 0.028 -0.001
H -1.89411 0.04652 3.89717 0.155 -0.145 -0.407 0.000
H -0.28436 -0.65960 3.65563 -0.275 0.042 -0.146 0.002
H 0.14907 -2.07240 1.04463 -0.095 0.112 -0.085 0.006
H -1.19451 -1.88878 -0.08819 0.189 0.054 0.518 0.001
H -3.10553 1.54793 1.59808 0.357 -0.571 -0.219 0.000
H -3.72417 -0.10340 1.27781 0.403 0.404 -0.110 0.001
H -2.90849 0.82729 -0.01955 0.049 -0.095 0.366 0.000
Cl 5.71499 2.32928 2.20105 -0.217 -0.141 0.364 0.003
C 4.69734 1.18146 3.14088 0.091 -0.259 -0.030 0.000
Cl 3.77595 1.97685 4.43956 0.401 -0.017 -0.141 0.002
C 3.72288 0.51213 2.15064 -0.380 -0.502 -0.218 0.008
O 3.97667 -0.63014 1.75478 -0.530 1.392 0.265 0.015
O 2.69327 1.25841 1.84486 1.225 -0.768 0.139 0.028
H 5.37866 0.44585 3.58828 -0.350 0.340 -0.208 0.000
```
Positions in Å, forces in eV/Å.


no.,electronic energy (a.u.)
1,-7909.7302
2,-10655.3001
3,-3496.5943